C9H21B2ClIO6 | wB97M-V/def2-TZVPD

Output
Net charge: -1
Lowest unoccupied orbital energy (Ha): 0.0923
Gap between HOMO and LUMO (eV): 7.26
Energy (eV): -43940.49425

XYZ file:
```
40
Properties=species:S:1:pos:R:3:lowdin_charge:R:1
C -2.141 1.999 -2.258 -0.138
C -1.331 0.937 -1.512 -0.318
C 0.164 1.247 -1.490 -0.655
I 0.488 2.896 -0.162 0.895
C 0.999 -0.046 -1.173 -0.764
Cl 2.322 0.414 0.139 0.453
C 1.847 -0.499 -2.382 -0.241
O 1.968 -1.873 -2.257 -0.016
B 0.739 -2.323 -1.532 -0.805
C -0.436 -2.692 -2.663 -0.021
C 1.052 -3.689 -0.688 0.014
B 1.942 -3.688 0.596 -0.660
O 2.220 -2.588 1.367 0.134
O 2.509 -4.881 1.085 0.098
O 0.279 -1.084 -0.767 0.007
H -1.901 3.004 -1.908 0.022
H -3.210 1.849 -2.105 0.066
H -1.944 1.963 -3.332 0.070
H -1.483 -0.019 -2.006 0.097
H -1.698 0.891 -0.488 0.101
H 0.484 1.582 -2.475 0.075
H 2.801 0.030 -2.350 0.101
H 1.341 -0.213 -3.323 0.125
H -0.954 -1.803 -3.038 0.026
H -1.185 -3.382 -2.261 0.037
H 0.046 -3.207 -3.501 0.047
H 1.562 -4.340 -1.412 0.100
H 0.116 -4.203 -0.429 0.092
H 2.476 -2.873 2.255 0.097
H 1.998 -5.640 0.774 0.083
C -1.144 3.580 3.127 -0.292
C -0.580 3.394 4.517 -0.243
O -1.155 2.241 5.137 -0.077
O -2.560 3.715 3.175 -0.074
H -0.740 4.479 2.661 0.108
H -0.878 2.717 2.507 0.049
H -0.847 4.237 5.154 0.119
H 0.510 3.305 4.479 0.119
H -0.815 1.462 4.681 0.094
H -2.861 3.103 3.859 0.073
```